1.
The following is a quantum chemistry calculation of an isolated molecule of C7H7ClN4O, from the Open Molecules 2025 dataset.

Atoms and positions in Å:
C1 2.409 -2.344 0.756
C2 1.670 -1.613 1.659
C3 1.411 -1.087 -0.995
C4 0.703 -0.410 -0.037
C5 -2.216 -0.373 -1.275
C6 -0.440 0.548 -0.277
C7 -0.712 1.483 0.844
N1 2.244 -2.081 -0.598
N2 0.818 -0.637 1.269
N3 -1.656 -0.696 -0.214
N4 -0.534 1.110 -1.567
O1 -1.838 0.562 -2.122
Cl1 -1.649 0.722 2.241
H1 3.014 -3.157 0.977
H2 1.669 -1.860 2.709
H3 1.564 -0.895 -2.079
H4 -2.982 -1.055 -1.720
H5 -1.490 2.276 0.638
H6 0.238 1.937 1.276
H7 -0.531 2.053 -1.745

Values from the calculation:
Highest occupied orbital energy: -9.374 eV
Net charge: 0
SMILES: ClC[C@@]1(c2cnccn2)N=CON1
LUMO level: 0.149 eV
Energy above the lowest of the compared OMol25 structures with the same formula, charge and spin: 96.68 kJ/mol

Okay, here come the Mulliken numbers, in e, for every atom:
1. C -0.27
2. C -0.37
3. C -0.22
4. C 0.05
5. C -0.07
6. C 1.20
7. C -0.73
8. N -0.62
9. N -0.30
10. N -0.47
11. N -0.35
12. O -0.31
13. Cl -0.19
14. H 0.45
15. H 0.40
16. H 0.40
17. H 0.37
18. H 0.36
19. H 0.37
20. H 0.30

=====

2.
The following is a quantum chemistry calculation of a cluster of 2 separate species, C15H21N3O3S2 in total, from the Open Molecules 2025 dataset.

Atoms and positions in Å:
C1 5.520 3.171 -0.165
H1 6.194 2.464 -0.373
C2 4.204 2.783 -1.161
H2 3.515 3.692 -0.983
C3 3.626 1.752 -0.689
N1 3.323 1.635 0.795
C4 2.082 2.256 1.107
C5 0.848 1.283 1.044
N2 1.130 0.030 0.366
S1 0.605 -0.028 -1.123
O1 1.671 -1.012 -2.006
O2 0.450 1.292 -1.759
C6 -0.971 -0.748 -0.986
C7 -1.090 -2.344 -1.337
C8 -2.446 -2.555 -1.119
C9 -3.090 -1.647 -0.396
C10 -4.614 -1.591 0.034
C11 -5.451 -2.664 -0.056
C12 -6.739 -2.149 0.279
N3 -6.339 -0.921 0.785
O3 -5.097 -0.493 0.351
C13 -7.814 -2.807 0.651
H3 -8.350 -3.118 -0.392
H4 -7.788 -3.681 1.334
H5 -8.668 -1.951 0.758
H6 -5.452 -3.709 -0.533
S2 -2.317 -0.021 -0.260
H7 -2.800 -3.749 -1.326
H8 -0.249 -2.895 -1.618
C14 2.294 -0.728 0.931
C15 3.350 0.259 1.282
H9 4.344 0.011 1.219
H10 3.135 0.458 2.441
H11 2.062 -1.343 1.673
H12 2.713 -1.149 0.005
H13 0.775 0.803 2.120
H14 -0.160 1.705 0.653
H15 1.823 2.646 0.207
H16 2.099 2.872 1.743
H17 4.676 0.671 -0.769
H18 2.874 1.210 -1.207
H19 4.828 2.698 -2.003
H20 5.354 3.283 0.865
H21 5.945 4.328 -0.382

Values from the calculation:
Highest occupied orbital energy: -8.377 eV
Net charge: 0
LUMO level: -0.650 eV
Energy above the lowest of the compared OMol25 structures with the same formula, charge and spin: 1751.52 kJ/mol

Okay, here come the Mulliken numbers, in e, for every atom:
1. C -1.33
2. H 0.44
3. C -0.22
4. H 0.23
5. C -0.21
6. N 0.06
7. C -2.17
8. C -0.46
9. N 0.16
10. S 1.13
11. O -0.74
12. O -0.60
13. C 0.03
14. C -0.66
15. C -0.46
16. C 0.12
17. C 0.95
18. C -0.74
19. C 0.76
20. N -0.60
21. O -0.06
22. C -1.17
23. H 0.30
24. H 0.30
25. H 0.31
26. H 0.21
27. S -0.12
28. H 0.15
29. H 0.54
30. C -0.94
31. C -0.99
32. H 0.73
33. H 0.29
34. H 0.59
35. H 0.40
36. H 0.27
37. H 0.47
38. H 0.61
39. H 1.19
40. H 0.27
41. H 0.00
42. H 0.32
43. H 0.39
44. H 0.28

=====

3.
The following is a quantum chemistry calculation of a cluster of 3 separate species, C15H37BBr2O8P2 in total, from the Open Molecules 2025 dataset.

Atoms and positions in Å:
B1 1.314 6.187 4.305
C1 -0.032 5.949 5.160
Br1 0.223 6.686 6.977
C2 -1.359 6.584 4.507
C3 -2.554 5.529 4.661
Br2 -1.950 8.178 5.577
H1 1.877 7.239 4.254
H2 1.787 5.291 3.676
H3 -0.200 4.843 5.235
H4 -1.228 6.882 3.434
H5 -2.477 5.141 5.715
H6 -2.431 4.654 3.969
H7 -3.511 6.096 4.509
O1 2.954 0.622 2.283
P1 1.561 0.007 2.398
O2 0.694 1.172 1.610
C4 0.791 1.249 0.191
C5 -0.109 0.224 -0.476
O3 1.264 0.484 3.961
C6 2.331 0.556 4.907
C7 2.718 2.002 5.135
O4 0.152 -0.940 2.495
C8 0.182 -2.090 3.353
C9 -0.683 -1.844 4.575
H8 1.831 1.121 -0.126
H9 0.477 2.254 -0.097
H10 0.244 -0.791 -0.273
H11 -0.129 0.371 -1.557
H12 -1.127 0.293 -0.088
H13 3.186 -0.042 4.589
H14 1.968 0.122 5.844
H15 3.012 2.491 4.206
H16 3.546 2.076 5.845
H17 1.868 2.564 5.533
H18 1.207 -2.341 3.640
H19 -0.223 -2.930 2.783
H20 -0.203 -1.151 5.265
H21 -0.868 -2.776 5.112
H22 -1.639 -1.397 4.292
O5 0.162 -5.110 -4.938
P2 0.002 -3.647 -5.344
O6 0.545 -2.929 -3.958
C10 1.943 -2.938 -3.691
C11 2.648 -1.835 -4.460
O7 -1.631 -3.542 -5.061
C12 -2.475 -4.670 -5.291
C13 -2.859 -5.306 -3.970
O8 -0.099 -2.111 -6.069
C14 -0.791 -2.012 -7.322
C15 -2.109 -1.287 -7.127
H23 2.373 -3.916 -3.928
H24 2.067 -2.772 -2.618
H25 2.615 -2.029 -5.535
H26 3.694 -1.758 -4.157
H27 2.158 -0.874 -4.292
H28 -2.002 -5.391 -5.959
H29 -3.376 -4.308 -5.797
H30 -1.979 -5.610 -3.401
H31 -3.492 -6.183 -4.130
H32 -3.405 -4.591 -3.349
H33 -0.946 -3.000 -7.766
H34 -0.155 -1.436 -7.999
H35 -2.837 -1.922 -6.623
H36 -2.533 -0.990 -8.089
H37 -1.977 -0.400 -6.504

Values from the calculation:
Highest occupied orbital energy: -9.172 eV
Net charge: 0
LUMO level: -1.152 eV

Okay, here come the Mulliken numbers, in e, for every atom:
1. B 0.28
2. C -0.24
3. Br -0.15
4. C -0.11
5. C -1.09
6. Br -0.14
7. H -0.05
8. H -0.07
9. H 0.27
10. H 0.35
11. H 0.30
12. H 0.31
13. H 0.37
14. O -0.71
15. P 1.07
16. O -0.23
17. C -0.41
18. C -0.93
19. O -0.34
20. C -0.37
21. C -1.10
22. O -0.33
23. C -0.28
24. C -1.02
25. H 0.31
26. H 0.31
27. H 0.21
28. H 0.41
29. H 0.25
30. H 0.39
31. H 0.36
32. H 0.29
33. H 0.40
34. H 0.20
35. H 0.29
36. H 0.37
37. H 0.17
38. H 0.38
39. H 0.30
40. O -0.71
41. P 1.06
42. O -0.27
43. C -0.32
44. C -0.98
45. O -0.37
46. C -0.28
47. C -1.22
48. O -0.32
49. C -0.26
50. C -1.02
51. H 0.29
52. H 0.31
53. H 0.27
54. H 0.41
55. H 0.22
56. H 0.37
57. H 0.33
58. H 0.29
59. H 0.39
60. H 0.30
61. H 0.28
62. H 0.36
63. H 0.18
64. H 0.38
65. H 0.30

=====

4.
The following is a quantum chemistry calculation of a structure of composition C11H16Br2O5, from the Open Molecules 2025 dataset.

Atoms and positions in Å:
C1 -2.911 -0.556 0.253
C2 -2.434 0.687 -0.512
C3 -1.270 1.443 0.154
C4 0.168 1.018 -0.242
C5 0.353 0.135 -1.500
Br1 2.072 0.579 -2.383
C6 0.339 -1.416 -1.201
C7 -0.104 -2.115 -2.503
Br2 2.077 -2.187 -0.744
O1 0.765 2.321 -0.633
C8 1.128 2.953 0.479
O2 1.267 4.071 0.620
O3 1.301 2.061 1.510
C9 1.107 0.781 0.926
C10 0.846 -0.355 1.895
C11 2.120 -0.922 2.463
O4 2.159 -1.940 3.014
O5 3.230 -0.164 2.341
H1 -3.171 -0.302 1.277
H2 -2.184 -1.362 0.212
H3 -3.825 -0.899 -0.225
H4 -2.257 0.410 -1.549
H5 -3.277 1.374 -0.532
H6 -1.440 1.379 1.227
H7 -1.386 2.489 -0.093
H8 -0.376 0.315 -2.274
H9 -0.406 -1.652 -0.453
H10 0.581 -1.798 -3.283
H11 -0.015 -3.181 -2.352
H12 -1.127 -1.820 -2.721
H13 2.076 0.576 0.465
H14 0.322 -1.194 1.465
H15 0.298 0.018 2.759
H16 3.973 -0.748 2.143

Values from the calculation:
Highest occupied orbital energy: -10.056 eV
Net charge: 0
LUMO level: 0.167 eV
Energy above the lowest of the compared OMol25 structures with the same formula, charge and spin: 19.38 kJ/mol

Okay, here come the Mulliken numbers, in e, for every atom:
1. C -1.22
2. C -0.34
3. C -1.03
4. C 1.50
5. C -1.50
6. Br 0.01
7. C 0.10
8. C -1.45
9. Br 0.00
10. O -0.48
11. C 0.39
12. O -0.48
13. O -0.49
14. C -0.16
15. C -0.51
16. C 0.19
17. O -0.52
18. O -0.46
19. H 0.35
20. H 0.30
21. H 0.39
22. H 0.22
23. H 0.47
24. H 0.42
25. H 0.31
26. H 1.05
27. H 0.02
28. H 0.35
29. H 0.47
30. H 0.39
31. H 0.61
32. H 0.15
33. H 0.57
34. H 0.37

=====

5.
The following is a quantum chemistry calculation of an isolated molecule of C4H8O2, from the Open Molecules 2025 dataset.

Atoms and positions in Å:
C1 -1.735 -0.153 0.171
C2 -0.416 -0.032 -0.566
C3 0.496 1.093 -0.059
C4 1.606 -0.801 0.182
H1 -2.359 0.746 0.034
H2 -1.559 -0.280 1.246
H3 -2.302 -1.013 -0.192
H4 -0.589 0.081 -1.644
H5 0.445 2.006 -0.656
H6 0.265 1.326 0.994
H7 2.414 -1.408 -0.242
H8 1.576 -0.899 1.277
O1 1.788 0.539 -0.175
O2 0.371 -1.204 -0.371

Values from the calculation:
Highest occupied orbital energy: -9.888 eV
Net charge: 0
SMILES: C[C@H]1COCO1
LUMO level: 1.052 eV
Energy above the lowest of the compared OMol25 structures with the same formula, charge and spin: 123.68 kJ/mol

Okay, here come the Mulliken numbers, in e, for every atom:
1. C -1.32
2. C 0.44
3. C -0.54
4. C -0.16
5. H 0.35
6. H 0.32
7. H 0.33
8. H 0.24
9. H 0.32
10. H 0.30
11. H 0.20
12. H 0.28
13. O -0.37
14. O -0.39

=====

6.
The following is a quantum chemistry calculation of a cluster of 2 separate species, C14H16O in total, from the Open Molecules 2025 dataset.

Atoms and positions in Å:
C1 0.382 -1.962 2.394
C2 0.160 1.738 2.785
C3 -1.120 1.831 3.381
C4 0.603 0.483 2.451
C5 -0.129 -0.696 2.814
C6 -1.931 0.705 3.559
C7 -1.369 -0.572 3.483
H1 0.615 2.745 2.555
H2 -1.529 2.804 3.554
H3 1.644 0.174 1.982
H4 -3.052 1.022 3.998
H5 0.463 -2.680 3.162
H6 1.455 -1.995 2.044
H7 -2.025 -1.409 3.864
H8 -0.386 -2.155 1.774
C8 -1.929 -1.933 -2.652
C9 1.538 0.796 -2.536
C10 0.985 0.453 -1.302
C11 0.959 0.251 -3.723
C12 -0.227 -0.308 -1.386
C13 -0.139 -0.572 -3.813
C14 -0.739 -0.878 -2.553
O1 2.806 1.315 -2.537
H9 1.553 0.612 -0.511
H10 2.872 1.926 -1.680
H11 1.465 0.383 -4.579
H12 -0.700 -0.569 -0.397
H13 -0.383 -0.951 -4.902
H14 -1.588 -2.978 -2.646
H15 -2.464 -1.863 -3.531
H16 -2.656 -1.608 -1.795

Values from the calculation:
Highest occupied orbital energy: -8.369 eV
Net charge: 0
SMILES: Cc1ccc(O)cc1.Cc1ccccc1
LUMO level: 0.658 eV
Energy above the lowest of the compared OMol25 structures with the same formula, charge and spin: 346.27 kJ/mol

Okay, here come the Mulliken numbers, in e, for every atom:
1. C -1.49
2. C -0.60
3. C -0.28
4. C 0.01
5. C 0.79
6. C -0.38
7. C -0.43
8. H 0.27
9. H 0.35
10. H 0.14
11. H 0.18
12. H 0.41
13. H 0.34
14. H 0.30
15. H 0.38
16. C -1.23
17. C 0.22
18. C -0.39
19. C -0.53
20. C -0.35
21. C -0.56
22. C 0.69
23. O -0.56
24. H 0.48
25. H 0.37
26. H 0.46
27. H 0.21
28. H 0.19
29. H 0.26
30. H 0.43
31. H 0.30

=====

7.
The following is a quantum chemistry calculation of a structure of composition C21H23BrN5O3PdS, from the Open Molecules 2025 dataset.

Atoms and positions in Å:
Pd1 1.571 -1.186 1.433
O1 4.427 -2.374 0.065
S1 4.564 -0.965 0.447
N1 3.389 -0.244 1.007
Br1 1.811 -1.223 4.414
C1 2.381 -2.895 3.741
C2 2.841 -3.884 4.585
C3 3.238 -5.078 4.004
C4 3.163 -5.226 2.628
C5 2.693 -4.172 1.869
N2 2.300 -3.019 2.422
H1 2.885 -3.721 5.652
H2 3.606 -5.883 4.625
H3 3.471 -6.140 2.143
H4 2.637 -4.228 0.793
C6 -0.260 2.921 1.243
C7 0.484 1.724 0.764
C8 1.426 1.884 -0.384
O2 0.325 0.636 1.320
H5 -0.914 3.282 0.444
H6 0.454 3.721 1.453
H7 -0.842 2.689 2.129
H8 1.074 2.651 -1.071
H9 1.581 0.934 -0.893
H10 2.391 2.199 0.024
C9 -3.098 6.028 -0.639
C10 -2.826 4.583 -0.953
C11 -1.887 4.214 -1.910
C12 -1.673 2.881 -2.227
C13 -2.390 1.880 -1.581
N3 -2.105 0.539 -1.923
C14 -2.967 -0.525 -1.812
O3 -4.117 -0.467 -1.452
N4 -2.381 -1.737 -2.209
C15 -1.055 -2.100 -1.921
C16 -0.327 -2.915 -2.781
C17 0.984 -3.227 -2.464
C18 1.547 -2.712 -1.310
N5 0.835 -1.952 -0.470
C19 -0.434 -1.662 -0.758
C20 -3.325 2.227 -0.611
C21 -3.532 3.565 -0.315
H11 -2.276 6.666 -0.961
H12 -3.250 6.179 0.430
H13 -4.002 6.369 -1.148
H14 -1.325 4.979 -2.431
H15 -0.956 2.618 -2.999
H16 -1.312 0.404 -2.528
H17 -3.057 -2.481 -2.298
H18 -0.784 -3.277 -3.693
H19 1.581 -3.844 -3.120
H20 2.583 -2.878 -1.047
H21 -0.970 -1.045 -0.048
H22 -3.902 1.463 -0.114
H23 -4.271 3.824 0.434

Values from the calculation:
Highest occupied orbital energy (alpha / beta): -10.806 / -10.806 eV
Net charge: +1
Multiplicity: 3
LUMO level (alpha / beta): -2.671 / -4.428 eV
Energy above the lowest of the compared OMol25 structures with the same formula, charge and spin: 3.29 kJ/mol

Okay, here come the Mulliken numbers, in e, for every atom:
1. Pd 0.63
2. O -0.49
3. S 0.27
4. N -0.27
5. Br -0.10
6. C 0.58
7. C -0.66
8. C -0.10
9. C -0.92
10. C -0.01
11. N 0.05
12. H 0.41
13. H 0.40
14. H 0.42
15. H 0.31
16. C -0.78
17. C 1.07
18. C -1.18
19. O -0.45
20. H -0.12
21. H 0.44
22. H 0.28
23. H 0.33
24. H 0.21
25. H 0.40
26. C -1.59
27. C 0.80
28. C -0.73
29. C -0.49
30. C 0.48
31. N -0.02
32. C 0.14
33. O -0.62
34. N -0.11
35. C -0.40
36. C -0.32
37. C -1.09
38. C -0.55
39. N 0.25
40. C 0.04
41. C -0.36
42. C -0.81
43. H 0.38
44. H 0.37
45. H 0.33
46. H 0.36
47. H 0.41
48. H 0.27
49. H 0.32
50. H 0.51
51. H 0.43
52. H 0.68
53. H 0.79
54. H 0.45
55. H 0.37

=====

Table of largest force on an atom (eV/Å), in record order: 4.62 15.19 8.39 5.71 0.36 7.08 0.12
Table of total energy (Eh), in record order: -1025.25821 -1769.93258 -7051.16367 -5952.98211 -307.66532 -618.18411 -4413.41277